# 1
Below is a cluster of 10 separate species, C30H30F10O30 in total, with properties calculated with ωB97M-V with the def2-TZVPD basis set.

Positions of all 100 atoms, in Å:
C: 1.10 -0.85 -0.66
C: 0.81 0.42 0.14
O: -0.54 0.26 0.45
C: -1.13 -0.63 -0.38
O: -2.29 -0.81 -0.45
O: -0.19 -1.25 -1.13
F: 0.95 1.52 -0.69
H: 1.44 -1.64 0.01
H: 1.80 -0.71 -1.47
H: 1.39 0.57 1.05
C: 2.08 3.06 5.13
C: 3.48 3.58 4.85
O: 3.72 3.10 3.55
C: 2.94 2.01 3.33
O: 3.05 1.27 2.41
O: 2.08 1.85 4.35
F: 4.40 3.02 5.70
H: 1.35 3.76 4.73
H: 1.85 2.79 6.15
H: 3.61 4.66 4.87
C: -0.60 -0.92 4.96
C: -0.85 0.26 4.05
O: -0.64 1.33 4.93
C: -0.97 0.93 6.20
O: -1.17 1.66 7.10
O: -0.97 -0.42 6.25
F: -2.11 0.29 3.56
H: 0.45 -1.17 4.99
H: -1.21 -1.78 4.69
H: -0.13 0.36 3.24
C: -5.56 -1.14 -2.05
C: -5.28 -2.65 -2.05
O: -5.73 -3.08 -0.81
C: -6.55 -2.13 -0.26
O: -7.23 -2.31 0.68
O: -6.48 -0.98 -0.97
F: -3.93 -2.86 -2.15
H: -6.06 -0.85 -2.97
H: -4.65 -0.57 -1.87
H: -5.73 -3.17 -2.90
C: -1.30 -0.96 -5.39
C: -2.23 -1.34 -4.21
O: -2.32 -0.16 -3.47
C: -1.67 0.86 -4.08
O: -1.71 1.99 -3.73
O: -0.94 0.39 -5.12
F: -1.70 -2.32 -3.44
H: -1.79 -1.01 -6.36
H: -0.41 -1.58 -5.43
H: -3.18 -1.69 -4.61
C: 1.06 3.93 -0.48
C: 0.97 3.48 -1.93
O: 2.28 3.53 -2.41
C: 3.10 4.07 -1.45
O: 4.24 4.32 -1.61
O: 2.44 4.23 -0.29
F: 0.20 4.35 -2.68
H: 0.72 3.16 0.20
H: 0.48 4.84 -0.33
H: 0.53 2.49 -2.06
C: -2.88 4.30 -1.54
C: -4.12 3.70 -0.91
O: -3.75 3.58 0.43
C: -2.40 3.30 0.44
O: -1.82 2.82 1.34
O: -1.86 3.66 -0.75
F: -4.32 2.44 -1.42
H: -2.79 5.38 -1.44
H: -2.79 3.99 -2.57
H: -5.05 4.26 -1.00
C: -0.42 -4.76 -0.71
C: 1.07 -5.04 -0.87
O: 1.46 -5.44 0.39
C: 0.53 -5.04 1.31
O: 0.71 -5.08 2.47
O: -0.58 -4.61 0.69
F: 1.73 -3.86 -1.17
H: -1.03 -5.60 -1.05
H: -0.76 -3.89 -1.27
H: 1.36 -5.77 -1.62
C: 1.92 -0.83 -4.01
C: 2.39 0.23 -5.00
O: 3.71 -0.13 -5.23
C: 4.16 -0.88 -4.19
O: 5.28 -1.20 -4.02
O: 3.12 -1.22 -3.37
F: 2.36 1.41 -4.29
H: 1.47 -1.71 -4.48
H: 1.17 -0.40 -3.35
H: 1.79 0.38 -5.89
C: 4.04 -1.76 4.16
C: 4.15 -3.06 3.35
O: 3.04 -2.99 2.49
C: 2.17 -2.06 2.94
O: 1.10 -1.80 2.49
O: 2.63 -1.51 4.09
F: 3.95 -4.12 4.18
H: 4.55 -0.92 3.70
H: 4.36 -1.99 5.18
H: 5.08 -3.16 2.81

Values from the calculation:
HOMO (eV): -10.9
SMILES string: O=C1OC[C@@H](F)O1.O=C1OC[C@@H](F)O1.O=C1OC[C@@H](F)O1.O=C1OC[C@@H](F)O1.O=C1OC[C@@H](F)O1.O=C1OC[C@@H](F)O1.O=C1OC[C@@H](F)O1.O=C1OC[C@@H](F)O1.O=C1OC[C@@H](F)O1.O=C1OC[C@@H](F)O1
Energy (eV): -120198.546

# 2
Below is an isolated molecule of C11H19N3O2S, with properties calculated with ωB97M-V with the def2-TZVPD basis set.

Positions of all 36 atoms, in Å:
C: -1.24 -3.09 -2.35
N: 0.07 -2.43 -2.28
C: 1.16 -3.27 -2.77
C: 0.19 -1.03 -1.79
H: -1.12 -4.19 -2.42
H: -1.86 -2.84 -1.48
H: -1.80 -2.80 -3.27
H: 0.84 -4.30 -2.89
H: 1.54 -2.95 -3.77
H: 2.03 -3.26 -2.06
H: 0.69 -0.50 -2.65
H: -0.84 -0.77 -1.49
C: -2.69 0.37 2.61
C: -1.29 -0.22 2.79
N: -0.24 0.10 1.70
C: -0.12 -0.75 0.55
O: -0.98 -1.61 0.41
C: 0.96 -0.64 -0.52
C: 1.46 0.84 -0.37
O: 2.17 1.29 -1.25
N: 1.18 1.68 0.75
C: 1.80 3.13 0.84
C: 0.88 4.25 0.40
C: 0.25 1.41 1.73
S: -0.26 2.55 2.87
H: -3.33 -0.05 3.39
H: -2.77 1.45 2.69
H: -3.07 0.05 1.63
H: -0.90 0.17 3.76
H: -1.34 -1.30 2.81
H: 1.84 -1.33 -0.46
H: 2.08 3.33 1.89
H: 2.69 3.09 0.22
H: 1.43 5.20 0.43
H: 0.61 4.05 -0.64
H: -0.04 4.40 0.98

Values from the calculation:
HOMO (eV): -7.9
SMILES string: CCN1C(=O)C(CN(C)C)C(=O)N(CC)C1=S
Energy (eV): -31114.399

# 3
Below is a cluster of 2 separate species, C5H9NO in total, with properties calculated with ωB97M-V with the def2-TZVPD basis set.

Positions of all 16 atoms, in Å:
C: 0.82 -1.72 -1.06
C: 0.17 -0.47 -0.44
C: 0.48 -0.32 1.05
C: -1.51 1.91 1.44
O: -1.72 1.89 0.15
C: 0.60 0.74 -1.16
N: 0.90 1.72 -1.69
H: 0.44 -2.61 -0.54
H: 1.90 -1.69 -0.93
H: 0.59 -1.81 -2.12
H: -0.92 -0.52 -0.58
H: 0.06 -1.17 1.60
H: 1.56 -0.30 1.22
H: 0.10 0.63 1.47
H: -2.13 1.07 1.83
H: -1.17 2.57 -0.28

Values from the calculation:
HOMO (eV): -8.9
Energy (eV): -8865.263

# 4
Below is a cluster of 2 separate species, C5H8N2 in total, with properties calculated with ωB97M-V with the def2-TZVPD basis set.

Positions of all 15 atoms, in Å:
C: 1.39 1.42 -0.15
C: -1.25 0.02 -0.97
C: -0.82 -1.35 -0.68
C: 0.58 -1.81 -0.63
N: 1.65 -2.24 -0.58
N: -1.15 -0.29 0.29
C: -1.05 -0.09 1.57
H: 2.33 1.72 0.32
H: 1.59 0.81 -1.04
H: 0.80 2.30 -0.44
H: -1.35 0.86 -1.63
H: -1.51 -2.18 -0.77
H: 0.82 0.84 0.57
H: -0.76 -0.91 2.20
H: -1.27 0.90 1.95

Values from the calculation:
HOMO (eV): -7.9
Energy (eV): -8290.292

Calculated values (eV) of HOMO-LUMO gap for the records, taken in order: 10.79; 7.66; 9.50; 8.72.
Calculated values (kJ/mol) of energy relative to the best compared isomer or geometry (same formula, charge and spin) for the records, taken in order: 36.3; 196.4; 381.1; 453.9.
Calculated values (eV Å⁻¹) of largest force on an atom for the records, taken in order: 2.50; 2.77; 0.91; 1.19.